14
Properties=species:S:1:pos:R:3:forces:R:3 method="wB97M-V/def2-TZVPD" mol_weight_g_mol=88.11 multiplicity=1 e_homo_ev=-9.56 e_above_lowest_kj_mol=227.6
C -1.08540 0.30505 -1.33248 -0.1 -0.1 -0.3
C -0.27056 0.68143 -0.16006 -0.2 0.7 -0.3
O -0.54919 1.67579 0.49328 0.1 0.2 -1.0
C 0.80789 -0.27001 0.36291 0.0 0.8 -0.1
C 0.21886 -0.45403 1.75286 0.0 1.0 0.1
O 1.03067 -1.38177 -0.48979 0.0 0.1 0.2
H -1.92965 0.99252 -1.39124 0.1 -0.1 -0.2
H -1.41719 -0.73030 -1.22024 0.0 0.1 -0.1
H -0.45952 0.35681 -2.22376 -0.1 -0.1 -0.2
H 1.73484 0.29245 0.51433 0.0 0.1 -0.3
H -0.07715 0.81122 1.76392 0.5 -4.0 1.8
H 0.94390 -0.81610 2.49592 -0.1 0.4 -0.2
H -0.57780 -1.23955 1.69336 0.1 1.1 0.2
H 1.61472 -1.08229 -1.20512 -0.3 -0.3 0.3



18
Properties=species:S:1:pos:R:3:forces:R:3 method="wB97M-V/def2-TZVPD" mol_weight_g_mol=118.14 multiplicity=1 e_homo_ev=-10.00 e_above_lowest_kj_mol=152.2
N 1.01483 0.73561 0.95742 0.3 -0.2 0.1
C 1.94259 -0.30538 0.86616 -0.4 -0.1 0.1
O 2.94251 -0.30773 0.21061 0.3 0.1 0.0
O 1.60367 -1.37433 1.63211 -0.1 0.1 -0.1
H 0.09392 0.45511 0.61268 0.0 0.0 0.2
H 1.38435 1.55593 0.50172 -0.1 0.0 -0.2
H 0.90068 -1.09818 2.23498 0.0 -0.1 -0.1
C -2.24736 -1.32400 -0.50008 0.2 -0.1 -0.1
N -1.65319 -0.25040 -0.21901 -0.3 0.3 -0.1
C -2.12818 0.94224 -0.92886 0.1 -0.1 0.0
C -1.01560 1.58075 -1.73317 0.7 -0.1 -0.1
H -3.01870 -1.38678 -1.27622 -0.1 0.0 0.2
H -1.96805 -2.23610 0.01005 0.1 -0.2 0.0
H -2.94777 0.67616 -1.59749 -0.2 0.0 0.0
H -2.50519 1.62845 -0.17295 -0.1 0.1 0.0
H -1.36398 2.32353 -2.44462 -0.3 0.0 0.0
H -0.26745 2.06835 -1.11242 -0.1 0.1 0.2
H -0.46756 0.81864 -2.29151 -0.1 0.0 -0.1